# 1
The following is a quantum chemistry calculation of C36H28I2OP2PdS as an isolated structure in a non-equilibrium geometry, from the OMol25 dataset.

Values from the calculation:
**Net charge**: +2
**Gap between HOMO and LUMO**: 6.08 eV
**E_LUMO**: -0.269 Eh

The geometry in XYZ format:
```
71
Properties=species:S:1:pos:R:3:mulliken_charge:R:1
Pd -0.006 1.287 0.081 -0.05
O -0.011 -1.111 2.117 -0.67
S 0.025 0.339 2.025 1.18
C -1.491 1.020 2.718 0.45
C -1.604 1.547 3.994 -0.74
C -2.876 1.813 4.488 -0.95
C -4.004 1.522 3.734 -0.86
C -3.876 1.006 2.449 -0.53
C -2.617 0.792 1.908 0.11
P -2.272 0.252 0.203 1.31
C -2.622 1.615 -0.930 0.54
C -3.585 2.597 -0.728 -0.56
C -3.644 3.692 -1.579 -0.57
C -2.739 3.822 -2.626 -0.70
C -1.769 2.852 -2.835 -0.96
C -1.708 1.749 -1.993 -0.49
C -3.299 -1.145 -0.229 0.44
C -3.014 -2.380 0.359 -0.53
C -3.824 -3.467 0.084 -0.70
C -4.904 -3.325 -0.781 -0.52
C -5.178 -2.099 -1.373 -0.71
C -4.375 -1.001 -1.104 -0.36
C 1.492 0.907 2.847 0.44
C 1.653 0.841 4.222 -0.51
C 2.901 1.132 4.753 -0.98
C 3.970 1.428 3.919 -0.75
C 3.813 1.408 2.539 0.00
C 2.568 1.146 1.983 -0.55
P 2.287 0.955 0.183 1.07
C 3.189 2.262 -0.657 1.02
C 3.413 3.489 -0.031 -0.56
C 4.018 4.519 -0.733 -0.86
C 4.387 4.336 -2.059 -0.53
C 4.150 3.122 -2.690 -0.77
C 3.553 2.083 -1.994 -0.66
C 2.911 -0.640 -0.339 0.50
C 4.280 -0.810 -0.564 -0.19
C 4.764 -2.057 -0.918 -0.82
C 3.890 -3.130 -1.050 -0.53
C 2.531 -2.961 -0.831 -0.80
C 2.036 -1.716 -0.474 -0.27
H -0.743 1.758 4.611 0.54
H -2.979 2.226 5.482 0.46
H -4.988 1.709 4.143 0.45
H -4.758 0.782 1.861 0.62
H -4.276 2.528 0.103 0.37
H -4.399 4.451 -1.424 0.45
H -2.794 4.680 -3.283 0.45
H -1.070 2.942 -3.656 0.48
H -0.999 0.947 -2.221 0.82
H -2.170 -2.484 1.033 0.47
H -3.614 -4.425 0.538 0.44
H -5.533 -4.177 -0.997 0.41
H -6.017 -1.997 -2.047 0.43
H -4.584 -0.050 -1.576 0.38
H 0.855 0.530 4.882 0.73
H 3.041 1.106 5.825 0.46
H 4.940 1.646 4.345 0.47
H 4.663 1.595 1.895 0.50
H 3.121 3.643 1.001 0.53
H 4.207 5.464 -0.242 0.47
H 4.865 5.140 -2.602 0.45
H 4.440 2.979 -3.722 0.46
H 3.384 1.134 -2.488 0.47
H 4.961 0.028 -0.476 0.42
H 5.822 -2.193 -1.095 0.44
H 4.274 -4.102 -1.328 0.42
H 1.855 -3.798 -0.939 0.46
H 0.975 -1.588 -0.298 0.32
I -0.431 4.035 1.234 0.32
I 0.116 5.828 -0.633 -0.08
```


# 2
The following is a quantum chemistry calculation of C36H28N7O3PPtS2 as an isolated structure, from the OMol25 dataset.

Values from the calculation:
**Net charge**: +2
**Gap between HOMO and LUMO**: 6.61 eV
**E_LUMO**: -0.275 Eh

The geometry in XYZ format:
```
78
Properties=species:S:1:pos:R:3:mulliken_charge:R:1
Pt 0.208 -0.224 0.918 1.37
C 2.898 -0.749 4.216 -0.75
C 2.112 -1.023 3.105 -0.06
N 1.472 -0.030 2.492 0.98
C 1.555 1.232 2.973 0.41
C 2.371 1.454 4.079 -0.35
N 3.029 0.482 4.687 -0.52
C 0.793 2.282 2.271 0.74
C 0.703 3.590 2.692 -1.03
C -0.048 4.500 1.935 0.31
C -0.651 4.042 0.768 -0.88
C -0.537 2.708 0.398 1.32
N 0.172 1.870 1.155 0.26
C -1.145 2.114 -0.806 -0.59
C -2.093 2.761 -1.586 -0.61
N -2.665 2.166 -2.621 -0.55
C -2.312 0.919 -2.883 -0.53
C -1.365 0.252 -2.109 0.00
N -0.774 0.859 -1.092 0.12
C -0.187 5.905 2.363 0.34
C -1.369 6.603 2.138 -0.57
C -1.456 7.920 2.568 -0.44
N -0.458 8.551 3.174 -0.54
C 0.672 7.888 3.385 -0.45
C 0.855 6.566 3.007 -0.59
H 3.419 -1.549 4.726 0.45
H 2.000 -2.024 2.721 0.40
H 2.489 2.452 4.482 0.45
H 1.168 3.914 3.612 0.73
H -1.190 4.734 0.138 0.81
H -2.421 3.769 -1.364 0.39
H -2.790 0.428 -3.721 0.45
H -1.093 -0.775 -2.316 0.08
H -2.231 6.134 1.681 0.53
H -2.368 8.486 2.421 0.39
H 1.469 8.435 3.874 0.38
H 1.812 6.091 3.180 0.49
N 1.910 -0.172 -0.512 -0.62
C 2.842 -1.229 -0.148 0.50
C 4.208 -1.047 -0.177 -0.70
C 5.036 -2.105 0.195 -0.80
C 4.495 -3.323 0.569 -0.83
C 3.114 -3.498 0.597 -0.92
C 2.280 -2.446 0.254 -0.42
P 0.452 -2.481 0.328 1.60
C -0.021 -2.845 -1.374 0.66
C 0.893 -2.708 -2.421 -0.61
C 0.508 -2.987 -3.724 -0.95
C -0.781 -3.433 -3.987 -0.62
C -1.679 -3.616 -2.943 -0.88
C -1.308 -3.323 -1.642 -0.38
C -0.053 -3.812 1.395 1.00
C -0.036 -5.111 0.880 -0.85
C -0.341 -6.176 1.711 -0.82
C -0.663 -5.950 3.043 -0.66
C -0.679 -4.658 3.553 -1.01
C -0.373 -3.584 2.733 0.02
H 1.541 -0.314 -1.453 0.31
H 2.346 0.747 -0.515 0.39
H 4.634 -0.102 -0.493 0.51
H 6.110 -1.973 0.180 0.47
H 5.146 -4.140 0.848 0.49
H 2.690 -4.445 0.910 0.57
H 1.927 -2.436 -2.240 0.41
H 1.224 -2.880 -4.527 0.51
H -1.077 -3.661 -5.002 0.46
H -2.675 -3.990 -3.140 0.47
H -2.014 -3.459 -0.836 0.55
H 0.204 -5.292 -0.161 0.49
H -0.337 -7.182 1.315 0.46
H -0.913 -6.784 3.685 0.44
H -0.949 -4.484 4.585 0.48
H -0.432 -2.577 3.119 0.17
O -1.911 -1.344 0.123 -0.42
S -2.864 -0.570 1.002 1.05
O -3.161 0.717 0.438 -0.55
O -3.926 -1.332 1.559 -0.62
S -1.470 -0.235 2.564 -0.24
```


# 3
The following is a quantum chemistry calculation of C36H28N7O8PbS3 as an isolated structure, from the OMol25 dataset.

Values from the calculation:
**Net charge**: +1
**Gap between HOMO and LUMO (alpha / beta)**: 5.75 / 5.74 eV
**E_LUMO (alpha / beta)**: -0.195 / -0.207 Eh

The geometry in XYZ format:
```
83
Properties=species:S:1:pos:R:3:mulliken_charge:R:1
Pb 0.120 -0.284 0.063 1.50
C 2.166 -1.795 4.996 -0.59
N 0.847 -1.213 4.731 0.15
C -0.303 -1.517 5.434 -0.86
C -1.300 -0.754 4.947 -0.18
N -0.754 0.001 3.921 0.52
C 0.557 -0.304 3.802 -0.09
S 1.642 0.356 2.637 0.31
C -1.346 1.078 3.217 0.97
C -2.690 1.393 3.327 -0.80
C -3.138 2.487 2.605 -0.61
C -2.250 3.204 1.814 -0.75
C -0.930 2.796 1.767 -0.50
N -0.492 1.750 2.467 -0.31
H 2.065 -2.453 5.854 0.33
H 2.861 -0.989 5.230 0.34
H 2.499 -2.348 4.122 0.33
H -0.303 -2.244 6.225 0.48
H -2.332 -0.693 5.233 0.46
H -3.367 0.811 3.934 0.32
H -4.179 2.773 2.658 0.47
H -2.570 4.069 1.251 0.46
H -0.195 3.316 1.165 0.78
O -1.948 -3.663 1.463 -0.70
C -1.412 -2.775 0.841 -0.17
O -0.922 -1.703 1.386 -0.18
C -1.383 -2.854 -0.685 1.03
C -1.977 -3.974 -1.291 -1.15
C -2.040 -4.021 -2.651 -0.79
C -1.510 -2.966 -3.422 1.08
C -1.560 -2.963 -4.836 -0.87
C -1.016 -1.932 -5.543 -0.82
C -0.390 -0.864 -4.865 -1.20
C -0.329 -0.834 -3.502 -0.07
C -0.899 -1.884 -2.750 -0.11
N -0.868 -1.864 -1.380 1.02
H -2.364 -4.753 -0.652 0.63
H -2.496 -4.865 -3.155 0.46
H -2.028 -3.798 -5.341 0.44
H -1.050 -1.935 -6.624 0.42
H 0.070 -0.065 -5.433 0.55
H 0.199 -0.038 -2.998 0.31
O 3.665 0.764 -2.656 -0.76
S 3.058 -0.207 -1.791 1.82
O 2.965 -1.557 -2.237 -0.66
O 1.683 0.369 -1.398 -0.50
C 3.963 -0.125 -0.248 0.29
C 4.787 0.987 -0.114 -0.69
C 5.549 1.178 1.027 -0.74
C 5.502 0.242 2.046 -0.70
C 4.665 -0.856 1.929 -0.69
C 3.877 -1.048 0.798 -0.31
S 2.770 -2.461 0.876 1.28
O 3.402 -3.585 0.272 -0.73
O 2.462 -2.561 2.296 -0.84
O 1.551 -2.028 0.131 -0.44
H 4.844 1.682 -0.939 0.58
H 6.194 2.043 1.108 0.45
H 6.114 0.363 2.930 0.43
H 4.612 -1.592 2.719 0.52
C 1.808 4.414 -3.277 -0.61
C 2.034 4.007 -1.971 -0.85
C 1.112 3.190 -1.338 0.19
C -0.033 2.794 -2.012 0.47
C -0.272 3.208 -3.322 -0.56
C 0.655 4.018 -3.949 -0.78
N -0.934 1.938 -1.303 1.21
N -2.071 1.853 -1.777 -0.64
C -2.974 1.017 -1.053 -0.35
C -4.284 1.030 -1.504 -0.53
C -5.224 0.297 -0.797 -0.67
C -4.812 -0.402 0.326 -1.25
C -3.471 -0.360 0.687 -0.69
N -2.562 0.329 0.001 1.08
H 2.539 5.031 -3.782 0.41
H 2.938 4.300 -1.457 0.41
H 1.285 2.848 -0.326 0.00
H -1.165 2.878 -3.834 0.48
H 0.484 4.342 -4.966 0.41
H -4.533 1.611 -2.379 0.61
H -6.257 0.274 -1.119 0.46
H -5.504 -0.992 0.910 0.55
H -3.105 -0.929 1.530 0.69
```


> net charge of number 2 (C36H28N7O3PPtS2)?

+2


> The lowest net charge belongs to which entry?

C36H28N7O8PbS3


> Which formula does entry 3 have?

C36H28N7O8PbS3